Entry 1:
{"formula": "C10H12CeN4O2S2SbSe4", "method": "ωB97M-V/def2-TZVPD", "gap_ev": [5.62, 5.66], "largest_force_ha_per_bohr": 0.039, "homo_ev": [-1.586, -1.626], "multiplicity": 2, "s_squared": 0.75, "e_above_lowest_ev": 0.888, "charge": -2, "symbols": ["Ce", "C", "S", "C", "S", "N", "N", "C", "C", "C", "C", "C", "C", "N", "H", "H", "H", "H", "H", "H", "H", "H", "N", "C", "C", "O", "O", "H", "H", "H", "H", "Se", "Sb", "Se", "Se", "Se"], "coordinates": [[-1.047908, 0.081436, 0.007137], [-3.542022, 3.915454, -0.224682], [-3.588411, 4.170774, -2.042839], [-2.369489, 2.832745, -2.306654], [-2.710304, 1.157957, -2.583728], [-1.214165, 3.335158, -2.032044], [-0.293400, 2.442320, -1.527378], [0.834766, 2.374054, -2.103767], [1.814339, 1.429535, -1.557651], [3.018333, 1.151304, -2.219658], [3.823502, 0.148956, -1.633849], [3.431050, -0.442639, -0.451142], [2.212934, -0.131619, 0.087802], [1.424087, 0.793316, -0.456622], [-4.241661, 4.672878, 0.151245], [-2.538916, 4.092237, 0.137832], [-3.823982, 2.901626, 0.048396], [1.006612, 2.937108, -3.037458], [3.260846, 1.655455, -3.152658], [4.710707, -0.241131, -2.138752], [4.015673, -1.214970, 0.032294], [1.843539, -0.644040, 0.967150], [-0.088451, -2.516581, 3.349492], [-1.477102, -1.992863, 3.410386], [-1.586052, -0.771446, 2.557781], [-0.434934, -0.273950, 2.246554], [-2.654493, -0.279775, 2.070838], [-0.047355, -3.201010, 2.589413], [0.038879, -3.029608, 4.228285], [-1.592399, -1.579430, 4.427789], [-2.345595, -2.621145, 3.286191], [2.967850, -3.773087, 0.993506], [1.172333, -4.782556, -0.295915], [-0.560272, -2.127866, -1.085762], [-0.819833, -5.598021, 0.940443], [1.401310, -4.870585, -2.681973]], "forces_ev_per_angstrom": [[-0.797, 1.817, -0.386], [-0.341, 0.582, -0.634], [-0.221, -0.833, 0.078], [0.058, -0.183, 0.168], [-0.162, 0.752, 0.496], [0.516, 0.008, 0.678], [-0.411, -0.119, -0.644], [-0.164, 0.198, -0.446], [0.594, 0.108, -0.682], [-0.092, -0.743, 0.954], [-0.169, 0.459, -0.828], [0.782, -0.504, -0.074], [-0.481, 0.529, 0.111], [0.171, -0.342, 0.548], [0.166, -0.378, 0.279], [0.224, 0.253, 0.050], [-0.332, 0.016, -0.106], [0.182, -0.237, 0.462], [0.007, -0.177, 0.206], [-0.142, 0.405, 0.152], [-0.008, -0.036, -0.210], [-0.048, -0.085, 0.088], [-1.469, -0.768, 0.621], [0.713, 0.796, 1.311], [0.915, 0.997, -1.328], [-0.987, 0.383, 0.074], [0.847, -0.767, 0.456], [0.240, 0.068, 0.151], [0.169, -0.056, -0.618], [-0.059, -0.099, -0.045], [-0.053, -0.679, -0.453], [-0.249, -0.475, -0.122], [-1.153, 1.116, 0.151], [0.404, -1.417, -0.261], [1.069, 0.014, -0.430], [0.281, -0.604, 0.235]], "mulliken_spin": [1.025, 0.000, 0.000, 0.000, -0.001, 0.000, -0.002, -0.002, 0.003, 0.000, 0.000, 0.000, -0.001, 0.000, 0.000, 0.000, 0.000, 0.000, 0.000, 0.000, 0.000, 0.000, 0.000, 0.000, -0.001, -0.002, 0.002, 0.000, 0.000, 0.000, 0.000, 0.000, 0.001, -0.023, 0.000, -0.001]}


Entry 2:
{"formula": "C15H24N2O4", "method": "ωB97M-V/def2-TZVPD", "gap_ev": 7.84, "largest_force_ha_per_bohr": 0.026, "homo_ev": -8.216, "smiles": "CCCN(CCC)C[C@H](O)COc1ccc([N+](=O)[O-])cc1", "e_above_lowest_ev": 4.703, "charge": 0, "symbols": ["C", "C", "C", "N", "C", "C", "C", "C", "C", "O", "C", "O", "C", "C", "C", "C", "N", "O", "O", "C", "C", "H", "H", "H", "H", "H", "H", "H", "H", "H", "H", "H", "H", "H", "H", "H", "H", "H", "H", "H", "H", "H", "H", "H", "H"], "coordinates": [[2.040651, 1.636242, 0.120572], [0.605995, 1.129844, 0.044308], [-0.011471, 1.018605, 1.448057], [-1.395573, 0.607772, 1.552902], [-2.391521, 1.497672, 0.980730], [-2.471558, 2.842768, 1.720147], [-1.769039, 3.986144, 0.995593], [-1.666250, -0.794278, 1.369339], [-1.906283, -1.300777, -0.075729], [-3.240318, -1.167182, -0.499490], [-1.471787, -2.780652, -0.192975], [-0.126181, -2.983472, 0.183428], [0.877835, -2.519683, -0.588731], [2.146019, -2.530065, 0.010462], [3.244593, -2.062793, -0.667698], [3.093828, -1.580981, -1.966466], [4.230904, -1.068576, -2.670621], [4.052322, -0.623562, -3.786984], [5.307919, -1.106016, -2.110303], [1.848093, -1.590120, -2.582520], [0.743728, -2.055514, -1.900535], [2.470038, 1.716785, -0.875421], [2.079044, 2.616815, 0.589919], [2.654831, 0.953158, 0.703784], [0.607206, 0.153561, -0.441059], [0.012834, 1.813229, -0.565592], [0.581331, 0.308206, 2.033036], [0.073585, 1.990259, 1.940649], [-3.350445, 0.984794, 1.078906], [-2.233909, 1.676267, -0.093121], [-3.522254, 3.113175, 1.840563], [-2.051069, 2.714046, 2.718351], [-0.708609, 3.788275, 0.867654], [-1.876898, 4.910272, 1.559630], [-2.209309, 4.135984, 0.011775], [-2.562254, -1.042703, 1.956806], [-0.826906, -1.351817, 1.791321], [-1.331758, -0.694044, -0.779718], [-3.822497, -1.579880, 0.149972], [-1.672127, -3.149149, -1.205487], [-2.048880, -3.384084, 0.514875], [2.229165, -2.904083, 1.018120], [4.222937, -2.051268, -0.212824], [1.759563, -1.222205, -3.593291], [-0.215524, -2.050968, -2.392331]], "forces_ev_per_angstrom": [[-0.219, -0.080, -0.091], [0.017, 0.017, 0.294], [0.035, 0.005, -0.206], [-0.138, -0.103, 0.038], [-0.058, 0.087, 0.358], [0.071, 0.033, -0.282], [-0.155, -0.062, 0.172], [0.050, 0.019, -0.334], [0.584, -0.282, 0.368], [-0.413, -0.091, -0.133], [-0.514, 0.382, -0.234], [0.295, -0.099, 0.128], [0.417, 0.088, -0.160], [-0.373, -0.016, -0.057], [0.138, 0.158, -0.278], [-1.103, -0.461, 0.594], [0.498, 0.225, -0.333], [0.023, 0.095, -0.215], [0.225, 0.017, 0.072], [0.467, 0.117, -0.015], [-0.251, -0.224, 0.280], [0.121, 0.034, -0.053], [0.064, 0.130, 0.062], [0.126, -0.046, 0.071], [-0.071, 0.028, -0.052], [-0.073, -0.032, -0.093], [0.050, 0.075, 0.047], [0.127, 0.025, 0.057], [0.035, 0.008, -0.098], [-0.091, -0.031, -0.045], [-0.011, -0.010, 0.072], [-0.065, -0.039, 0.060], [0.167, 0.010, -0.060], [0.049, 0.133, -0.021], [0.006, 0.055, -0.114], [-0.002, -0.154, -0.050], [-0.061, -0.012, 0.039], [0.029, -0.051, 0.105], [0.040, 0.037, -0.006], [0.021, -0.001, 0.107], [0.012, 0.042, -0.103], [0.027, -0.036, 0.122], [0.023, -0.013, 0.030], [-0.015, 0.010, -0.021], [-0.104, 0.010, -0.022]], "nbo_charge": [-0.604, -0.431, -0.206, -0.453, -0.213, -0.412, -0.604, -0.232, 0.041, -0.707, -0.089, -0.489, 0.351, -0.271, -0.165, 0.030, 0.517, -0.386, -0.384, -0.158, -0.322, 0.214, 0.203, 0.202, 0.197, 0.198, 0.192, 0.192, 0.203, 0.168, 0.203, 0.209, 0.197, 0.210, 0.202, 0.185, 0.214, 0.190, 0.463, 0.188, 0.194, 0.233, 0.250, 0.250, 0.231]}


Entry 3:
{"formula": "C3H5NO2", "method": "ωB97M-V/def2-TZVPD", "gap_ev": 8.08, "largest_force_ha_per_bohr": 0.026, "homo_ev": -7.880, "e_above_lowest_ev": 4.848, "charge": 0, "symbols": ["O", "C", "C", "N", "C", "O", "H", "H", "H", "H", "H"], "coordinates": [[0.188606, 1.871341, -0.852171], [0.060529, 0.904902, 0.047072], [-0.780717, -0.238425, -0.226741], [-0.499831, -1.349625, 0.492380], [1.579609, -1.111576, 0.227388], [2.263124, -2.010838, 0.448590], [0.477238, 2.694306, -0.434478], [0.395548, 1.074028, 1.067262], [-1.486706, 0.555331, 0.337691], [-1.163728, -0.244009, -1.258129], [-1.033669, -2.145430, 0.151137]], "forces_ev_per_angstrom": [[0.067, 0.124, 0.097], [-0.198, -0.075, 0.054], [0.216, 0.157, -0.133], [-0.209, -0.094, -0.093], [0.880, -0.981, 0.217], [-0.758, 0.962, -0.224], [-0.036, -0.104, -0.080], [-0.011, -0.019, -0.125], [-0.044, 0.003, 0.062], [0.050, -0.035, 0.156], [0.042, 0.061, 0.069]], "nbo_charge": [-0.634, 0.260, -0.234, -0.820, 0.480, -0.547, 0.494, 0.202, 0.247, 0.201, 0.351]}